Formula: C3HNOS2
Source: the Open Molecules 2025 dataset
Level of theory: ωB97M-V/def2-TZVPD

XYZ file:
```
8
Properties=species:S:1:pos:R:3:forces:R:3:nbo_charge:R:1
N -0.389000 0.986632 0.239942 1.59 1.81 -1.65 -0.45
S -1.222034 -1.352134 -0.637810 -0.66 0.73 0.13 0.33
C 0.424408 -1.787157 -0.485983 1.70 -1.23 0.52 0.35
C -1.309756 0.043619 0.398466 0.28 0.11 0.16 -0.25
C 0.562195 1.518870 -0.277968 -1.40 -1.32 1.11 0.19
S 1.924627 2.105867 -0.708605 0.90 0.75 -0.60 0.07
O 1.464656 -1.605932 0.019129 -1.23 0.49 -0.47 -0.44
H -1.455095 0.090232 1.452831 -1.18 -1.33 0.81 0.21
```
Positions in Å, forces in eV/Å.

Max |F|   2.9 eV/A
HOMO (spin up / spin down)   -8.000 / -8.090 eV